{"formula": "C23H16GaN5O5S", "method": "wB97M-V/def2-TZVPD", "symbols": ["Ga", "O", "C", "C", "C", "C", "C", "C", "C", "N", "N", "C", "O", "C", "C", "C", "C", "C", "C", "H", "H", "H", "H", "H", "H", "H", "H", "H", "H", "O", "S", "O", "O", "C", "N", "C", "C", "C", "N", "C", "C", "C", "N", "C", "C", "H", "H", "H", "H", "H", "H"], "coordinates": [[-0.23054, 0.42968, 0.52455], [-0.18091, -0.73986, 1.91339], [0.83442, -1.51204, 2.31879], [0.60310, -2.35033, 3.41053], [1.58087, -3.21761, 3.84561], [2.83029, -3.26736, 3.21761], [3.08080, -2.42527, 2.16525], [2.10030, -1.53393, 1.69148], [2.48082, -0.61195, 0.66162], [1.66917, 0.22301, 0.11463], [2.16513, 1.20072, -0.72696], [1.25185, 2.10271, -0.92799], [0.03353, 2.02636, -0.40648], [1.55753, 3.27402, -1.76862], [2.77734, 3.35633, -2.43655], [3.05823, 4.45843, -3.22417], [2.12848, 5.48406, -3.34796], [0.91331, 5.40469, -2.68206], [0.62682, 4.30126, -1.89486], [-0.36657, -2.30714, 3.88821], [1.37573, -3.86767, 4.68592], [3.58992, -3.95387, 3.56295], [4.04973, -2.43467, 1.67878], [3.52413, -0.55816, 0.35700], [3.49456, 2.55345, -2.33389], [4.00396, 4.52136, -3.74660], [2.35313, 6.34549, -3.96302], [0.18844, 6.20248, -2.77655], [-0.31577, 4.23104, -1.36997], [-7.45735, -3.59304, 1.75578], [-8.68623, -2.96642, 1.31289], [-9.32280, -3.59371, 0.17188], [-9.56880, -2.52320, 2.36935], [-8.11374, -1.40211, 0.56741], [-9.02969, -0.58667, 0.01912], [-8.58044, 0.50252, -0.57679], [-7.22534, 0.80897, -0.67087], [-6.36926, -0.08048, -0.05635], [-6.80701, -1.16620, 0.56959], [-4.89402, 0.06200, -0.02471], [-4.13914, -1.01573, 0.44454], [-2.77733, -0.90345, 0.52116], [-2.13014, 0.22048, 0.14002], [-2.84626, 1.26255, -0.32964], [-4.21560, 1.21386, -0.42002], [-9.32704, 1.16173, -1.00752], [-6.88500, 1.68311, -1.20965], [-4.65404, -1.91534, 0.75850], [-2.16121, -1.70597, 0.89918], [-2.28094, 2.12940, -0.63820], [-4.74504, 2.08016, -0.78914]], "mulliken_charge": [0.56, -0.60, 0.38, -0.43, -0.40, -0.69, -0.79, 0.70, -0.02, 0.46, -0.90, 0.20, -0.37, 0.49, -0.26, -0.64, -0.38, -0.70, -0.32, 0.46, 0.39, 0.41, 0.36, 0.44, 0.43, 0.39, 0.39, 0.40, 0.39, -0.67, 1.18, -0.67, -0.67, 0.04, -0.46, -0.33, -0.63, 0.46, -0.33, 1.27, -0.71, -0.41, 0.06, -0.30, -0.91, 0.41, 0.32, 0.66, 0.50, 0.54, 0.30], "e_above_lowest_kcal_mol": 0.0, "mol_weight_g_mol": 544.2}

---

{"formula": "C23H17BrIN5O6S2Ti", "method": "wB97M-V/def2-TZVPD", "symbols": ["Ti", "I", "C", "C", "C", "C", "C", "C", "C", "C", "C", "C", "H", "H", "H", "H", "H", "H", "O", "S", "O", "O", "C", "C", "C", "C", "C", "C", "S", "O", "O", "O", "H", "H", "H", "H", "N", "C", "C", "N", "C", "C", "N", "C", "C", "N", "H", "H", "H", "H", "H", "H", "Br", "N", "C", "H"], "coordinates": [[-0.06996, -0.30051, -0.14324], [-0.77587, 0.47124, 2.46901], [-0.07506, -1.46584, 3.03866], [-0.32284, -1.84995, 4.33174], [0.20043, -3.05464, 4.83898], [1.00031, -3.83719, 4.05593], [1.28581, -3.46409, 2.72008], [2.13761, -4.25775, 1.90934], [2.39229, -3.87891, 0.62330], [1.77707, -2.73460, 0.07354], [0.91018, -1.92982, 0.78887], [0.71493, -2.28196, 2.17336], [-0.92162, -1.21011, 4.96956], [-0.02012, -3.34910, 5.85971], [1.43298, -4.75361, 4.44595], [2.58273, -5.15486, 2.32897], [3.05450, -4.47767, 0.00453], [1.96395, -2.52042, -0.97326], [-4.12848, -0.57775, -1.18159], [-3.18762, -0.39473, -0.11190], [-3.72755, 0.23792, 1.05813], [-1.89476, 0.24174, -0.55733], [-2.59490, -2.02132, 0.38346], [-3.22015, -2.59072, 1.48861], [-2.85106, -3.84585, 1.93073], [-1.85524, -4.54721, 1.26152], [-1.22919, -3.99040, 0.16561], [-1.55101, -2.70193, -0.26452], [-0.95653, -2.30237, -1.95930], [-0.34326, -3.52049, -2.43845], [-2.10533, -1.85248, -2.68768], [0.09339, -1.21552, -1.85427], [-3.97801, -2.00709, 1.99369], [-3.33380, -4.27780, 2.79899], [-1.55785, -5.53141, 1.60238], [-0.46021, -4.52791, -0.36828], [1.30615, 2.31128, -3.24680], [0.03847, 2.88398, -3.15374], [-0.48275, 2.44114, -1.98177], [0.40642, 1.62554, -1.33330], [1.49125, 1.55188, -2.12007], [2.62597, 0.80336, -1.81753], [2.85878, 0.23358, -0.58472], [4.11029, -0.34101, -0.61020], [4.65982, -0.16285, -1.82347], [3.77313, 0.62309, -2.60548], [1.97028, 2.44232, -3.98431], [-0.35448, 3.53040, -3.91703], [-1.44361, 2.65777, -1.54675], [4.48678, -0.86353, 0.25262], [5.60647, -0.49265, -2.21203], [3.63726, 0.35997, -3.57322], [-1.63140, 3.38291, 2.47972], [2.39699, 0.54755, 1.67472], [1.89246, 0.26885, 0.53727], [3.39911, 0.75152, 1.61587]], "lowdin_spin": [0.93, 0.01, 0.01, 0.00, 0.00, 0.00, 0.00, 0.00, 0.00, 0.00, -0.01, 0.00, 0.00, 0.00, 0.00, 0.00, 0.00, 0.00, 0.00, 0.00, 0.00, 0.01, 0.00, 0.00, 0.00, 0.00, 0.00, 0.00, 0.01, 0.00, 0.00, 0.03, 0.00, 0.00, 0.00, 0.00, 0.09, 0.08, 0.01, 0.14, 0.06, 0.25, 0.14, -0.01, 0.05, 0.14, 0.00, 0.01, 0.00, 0.00, 0.00, 0.02, 0.00, 0.03, 0.00, 0.00], "e_above_lowest_kcal_mol": 60.8, "mol_weight_g_mol": 778.2, "spin_multiplicity": 3, "charge": -2}